[1]
{"formula": "C39H59Cl3GeN12O4PScSeSi2", "method": "ωB97M-V/def2-TZVPD", "symbols": ["H", "H", "C", "Cl", "H", "H", "H", "P", "N", "C", "H", "C", "N", "C", "H", "H", "H", "H", "Si", "N", "H", "O", "N", "H", "C", "Si", "H", "Ge", "C", "H", "H", "H", "Cl", "C", "H", "N", "C", "C", "N", "C", "H", "C", "C", "H", "C", "C", "H", "C", "N", "H", "H", "H", "H", "N", "H", "C", "H", "N", "O", "C", "H", "O", "C", "H", "H", "C", "H", "C", "H", "H", "H", "C", "C", "C", "C", "N", "H", "H", "H", "C", "Se", "N", "H", "C", "H", "H", "H", "C", "H", "H", "H", "H", "H", "H", "C", "C", "H", "C", "C", "Cl", "H", "C", "H", "H", "N", "H", "C", "H", "O", "H", "C", "C", "C", "H", "H", "H", "Sc", "C", "H", "H", "C", "H", "C"], "coordinates": [[3.418, -0.420, 3.054], [-3.837, 5.377, -2.000], [4.253, -0.996, 2.670], [-2.708, -0.274, -4.101], [-5.600, -4.266, 1.890], [3.904, -5.518, -1.389], [-3.082, 4.311, -3.220], [-1.732, 1.842, -1.205], [-2.970, 3.650, 0.516], [-1.862, -3.528, 1.475], [-0.878, 3.496, -2.833], [5.548, -1.597, 0.618], [-2.700, -3.392, -2.045], [2.751, -4.271, 0.786], [5.399, -2.652, 0.829], [0.537, -1.023, 1.617], [2.370, -6.323, -1.018], [-2.753, 5.686, 0.131], [-0.618, 0.654, -4.664], [-0.766, -2.408, -3.105], [-0.142, 3.684, -1.225], [1.296, -0.919, -1.307], [-2.096, -1.345, -0.942], [2.026, -0.654, -3.755], [-4.030, -2.845, 2.192], [2.749, -1.458, -0.984], [-3.469, -4.020, -2.220], [-1.827, -0.887, 2.665], [2.340, -4.183, -0.690], [-0.464, 0.082, 0.689], [-4.836, 4.387, -0.032], [1.275, 6.578, 5.365], [-0.474, -0.141, -6.589], [-2.985, -2.305, -1.268], [2.946, 0.490, -4.767], [-1.577, -4.279, -3.955], [0.372, 4.156, 3.177], [2.386, 6.002, 3.614], [-0.045, -2.787, -4.181], [0.321, 4.996, 4.270], [5.462, 1.082, 1.362], [2.822, -5.431, -1.446], [-3.254, 4.458, -2.149], [3.180, 6.719, 3.782], [-4.218, 3.496, -0.209], [1.325, 5.924, 4.502], [5.260, -2.298, -3.695], [-1.081, 3.515, -1.759], [-4.044, 3.346, -1.645], [2.537, -5.358, -2.492], [-0.512, 4.922, 4.957], [4.316, -1.662, -5.066], [-1.721, -5.489, 0.614], [-0.522, -3.875, -4.655], [5.592, -1.459, -0.455], [-3.280, 2.518, 4.659], [3.709, 1.263, 1.155], [-4.019, -0.927, -0.068], [3.973, -0.794, -1.856], [1.437, 4.233, 2.285], [2.492, -3.340, 1.279], [2.934, -3.075, -1.314], [-2.560, 1.420, 4.231], [5.044, 1.354, -2.897], [-4.743, 2.617, 0.174], [-4.544, -4.063, 1.785], [3.271, 5.214, 1.825], [5.270, 0.418, -3.400], [-0.413, 3.429, 3.018], [6.482, -1.272, 1.073], [2.241, -5.101, 1.271], [-4.506, 2.799, 4.083], [-3.434, 2.076, -1.970], [-3.714, -5.021, 1.229], [0.817, -4.100, -0.786], [-1.980, 4.615, -1.475], [5.462, 0.619, -4.452], [-4.688, -2.099, 2.612], [0.345, -4.884, -0.198], [-3.039, 0.587, 3.227], [1.547, 3.106, 0.775], [-4.175, -2.059, -0.730], [-4.660, 0.240, 1.876], [-0.227, -0.252, 1.700], [4.081, -2.047, 2.892], [0.489, -3.122, -0.436], [0.210, 0.587, 2.235], [4.314, -1.850, -3.993], [0.518, -4.205, -1.825], [3.509, -2.535, -3.739], [-1.242, 4.800, 0.463], [2.527, 0.919, -3.084], [5.166, -0.679, 3.171], [-5.959, 2.200, 2.631], [-2.369, -4.748, 1.066], [-5.003, 1.976, 3.086], [-3.349, 2.008, -3.061], [4.582, 0.698, 0.848], [2.443, 5.168, 2.519], [-1.375, 2.551, -5.278], [-1.290, -1.328, 4.057], [4.368, -0.782, 1.155], [-4.118, -5.981, 0.934], [-0.812, -3.312, 1.350], [-2.815, -0.495, -0.178], [-4.089, 1.274, -1.614], [-1.717, -3.362, -3.007], [4.701, 0.819, -0.223], [3.150, -1.219, 0.587], [-5.076, 3.655, 4.418], [-2.207, 4.751, -0.047], [2.805, 0.110, -3.758], [4.081, -0.541, -3.232], [-2.778, 1.642, 0.998], [-1.602, 1.197, 4.682], [6.161, -0.011, -2.947], [-0.436, -0.539, -2.077], [-2.679, -2.565, 2.047], [-2.888, 3.163, 5.435], [3.827, -4.411, 0.868], [-4.278, 0.873, 2.665], [-1.268, 2.595, 1.061], [-2.199, 2.429, 0.511]], "lumo_ev": 4.11, "multiplicity": 1, "e_homo_ev": -1.82, "energy_ev": -272660.854, "total_charge": -2}

---

[2]
{"formula": "C4H11NOS", "method": "ωB97M-V/def2-TZVPD", "symbols": ["H", "H", "N", "H", "H", "H", "H", "H", "C", "H", "C", "H", "H", "C", "S", "H", "O", "C"], "coordinates": [[-0.501, -0.550, -1.113], [-0.507, 0.596, 1.638], [-0.774, -0.370, -0.174], [-4.129, -1.211, 0.356], [1.263, 1.737, 0.685], [2.725, 1.160, -2.587], [3.319, 0.398, -0.256], [2.009, -0.919, -0.515], [1.430, 0.636, 0.901], [0.247, -0.992, 1.535], [0.052, -0.087, 1.005], [1.917, 0.380, 1.885], [-2.500, -0.355, -1.387], [2.125, 0.129, -0.333], [1.442, 0.946, -1.925], [-2.660, 0.325, 0.488], [-3.205, -1.470, 0.071], [-2.253, -0.354, -0.276]], "lumo_ev": [3.18, 3.07], "de_lowest_ev": 2.880, "multiplicity": 2, "e_homo_ev": [0.76, -5.01], "energy_ev": -18695.654, "total_charge": -1}

---

[3]
{"formula": "C26H23HgO", "method": "ωB97M-V/def2-TZVPD", "symbols": ["C", "C", "C", "H", "H", "H", "H", "C", "C", "H", "H", "C", "H", "C", "H", "C", "H", "C", "H", "C", "C", "C", "C", "H", "H", "C", "C", "H", "H", "C", "C", "C", "H", "C", "H", "H", "C", "C", "O", "H", "C", "C", "H", "H", "H", "H", "C", "H", "C", "C", "Hg"], "coordinates": [[1.331, -1.847, 0.538], [-0.896, -2.010, 1.156], [-1.008, 2.104, 0.307], [1.596, 1.568, 2.526], [-0.374, 2.903, -7.845], [-1.675, -1.780, -3.850], [2.357, 1.911, 0.115], [-1.189, 0.466, 5.587], [-1.442, -0.899, -4.429], [-2.129, 0.673, 4.980], [-1.480, 1.739, 2.410], [0.152, 0.137, 2.188], [-1.786, 1.243, 7.443], [0.438, -1.605, 1.673], [-1.996, 2.398, -0.080], [1.297, 1.800, 0.382], [0.303, 2.655, -1.527], [-0.104, -0.929, -5.160], [0.183, 0.314, 8.675], [0.793, 1.419, 1.745], [-0.122, 1.840, -7.777], [-0.047, -0.072, 4.868], [0.553, -0.874, -7.591], [0.854, -1.919, 2.648], [0.990, -2.474, -1.648], [0.697, -0.207, -8.812], [1.094, -0.606, 5.536], [2.425, -1.807, 0.602], [1.817, -1.215, 7.483], [0.228, 2.209, -0.494], [0.360, 1.158, -8.909], [0.083, 0.160, 7.628], [1.075, -0.756, -9.686], [-0.704, 1.862, 1.636], [0.809, -1.942, -7.488], [0.477, 1.678, -9.862], [-0.192, -0.062, 3.475], [1.053, -0.608, 6.934], [-0.307, -0.146, -3.920], [-2.244, -0.330, -4.894], [-0.283, 1.176, -6.554], [0.588, -2.176, -0.647], [-0.639, 1.718, -5.671], [-1.833, -1.826, 1.693], [-1.662, -2.499, -0.955], [1.932, -0.994, 4.945], [-0.837, -2.223, -0.247], [0.494, -1.835, -5.054], [0.069, -0.194, -6.432], [-1.035, 0.691, 6.949], [-0.066, 0.013, -0.945]], "lumo_ev": 2.37, "de_lowest_ev": 2.582, "multiplicity": 1, "e_homo_ev": -1.81, "energy_ev": -33546.695, "total_charge": -1}

---

[4]
{"formula": "C16H26AlN6O6S", "method": "ωB97M-V/def2-TZVPD", "symbols": ["N", "H", "C", "H", "N", "N", "H", "O", "O", "C", "C", "H", "H", "H", "O", "H", "S", "H", "C", "H", "C", "C", "H", "C", "H", "O", "C", "N", "C", "H", "H", "O", "H", "H", "H", "C", "H", "H", "H", "C", "H", "H", "C", "C", "H", "C", "H", "C", "H", "N", "H", "H", "Al", "O", "N", "C"], "coordinates": [[0.486, -1.324, -3.406], [2.501, -4.078, 0.369], [-4.617, -1.714, -3.017], [-6.462, -1.744, -1.854], [0.844, 1.048, -1.791], [1.057, -1.936, -0.529], [-5.334, -1.223, 0.315], [3.473, -0.064, -1.081], [1.889, 0.953, -2.669], [0.131, 2.186, -1.935], [-0.801, -1.332, -3.099], [-0.758, -4.341, 2.213], [4.321, 0.367, -1.294], [-5.078, -1.945, -3.972], [0.968, 1.251, 2.645], [-2.821, -0.944, 0.384], [-2.074, -1.670, -4.256], [1.143, 2.777, -3.714], [-3.366, -1.128, -0.541], [-2.680, 3.227, -1.861], [1.417, -4.197, 0.320], [-0.947, 2.312, -1.036], [0.070, 0.825, 2.487], [-4.757, -1.307, -0.608], [2.630, 0.440, -2.123], [-1.986, 1.386, 0.817], [-1.943, 3.409, -1.067], [-1.022, 1.294, -0.154], [-5.376, -1.599, -1.833], [-0.913, -2.899, 3.255], [-2.122, -3.245, 2.010], [-1.237, -0.562, 2.092], [2.481, 1.206, 0.380], [3.990, 0.348, 0.855], [1.185, -4.730, -0.606], [-1.046, -3.282, 2.235], [1.102, -4.814, 1.161], [0.705, -1.579, -4.360], [-1.742, 0.580, 1.469], [0.742, -2.888, 0.396], [0.925, 4.078, -2.517], [0.867, 2.191, 2.461], [3.055, 0.271, 0.285], [-3.238, -1.537, -2.950], [-1.437, 4.355, -1.280], [0.461, 3.192, -2.974], [-2.468, 3.471, -0.114], [-0.265, -2.462, 1.267], [-0.451, 3.536, -3.474], [-1.247, -1.061, -1.860], [2.457, -0.556, 0.674], [1.188, -1.653, -2.649], [0.039, -0.284, -0.575], [1.876, -2.303, -1.485], [-0.515, -1.120, 1.133], [-2.629, -1.223, -1.726]], "lumo_ev": [-4.70, -4.71], "de_lowest_ev": 0.303, "multiplicity": 1, "e_homo_ev": [-10.58, -10.59], "energy_ev": -55664.164, "total_charge": 1}

---

What is the formula in the second record?
C4H11NOS

---

Copy entry 4 word for word.
{"formula": "C16H26AlN6O6S", "method": "ωB97M-V/def2-TZVPD", "symbols": ["N", "H", "C", "H", "N", "N", "H", "O", "O", "C", "C", "H", "H", "H", "O", "H", "S", "H", "C", "H", "C", "C", "H", "C", "H", "O", "C", "N", "C", "H", "H", "O", "H", "H", "H", "C", "H", "H", "H", "C", "H", "H", "C", "C", "H", "C", "H", "C", "H", "N", "H", "H", "Al", "O", "N", "C"], "coordinates": [[0.486, -1.324, -3.406], [2.501, -4.078, 0.369], [-4.617, -1.714, -3.017], [-6.462, -1.744, -1.854], [0.844, 1.048, -1.791], [1.057, -1.936, -0.529], [-5.334, -1.223, 0.315], [3.473, -0.064, -1.081], [1.889, 0.953, -2.669], [0.131, 2.186, -1.935], [-0.801, -1.332, -3.099], [-0.758, -4.341, 2.213], [4.321, 0.367, -1.294], [-5.078, -1.945, -3.972], [0.968, 1.251, 2.645], [-2.821, -0.944, 0.384], [-2.074, -1.670, -4.256], [1.143, 2.777, -3.714], [-3.366, -1.128, -0.541], [-2.680, 3.227, -1.861], [1.417, -4.197, 0.320], [-0.947, 2.312, -1.036], [0.070, 0.825, 2.487], [-4.757, -1.307, -0.608], [2.630, 0.440, -2.123], [-1.986, 1.386, 0.817], [-1.943, 3.409, -1.067], [-1.022, 1.294, -0.154], [-5.376, -1.599, -1.833], [-0.913, -2.899, 3.255], [-2.122, -3.245, 2.010], [-1.237, -0.562, 2.092], [2.481, 1.206, 0.380], [3.990, 0.348, 0.855], [1.185, -4.730, -0.606], [-1.046, -3.282, 2.235], [1.102, -4.814, 1.161], [0.705, -1.579, -4.360], [-1.742, 0.580, 1.469], [0.742, -2.888, 0.396], [0.925, 4.078, -2.517], [0.867, 2.191, 2.461], [3.055, 0.271, 0.285], [-3.238, -1.537, -2.950], [-1.437, 4.355, -1.280], [0.461, 3.192, -2.974], [-2.468, 3.471, -0.114], [-0.265, -2.462, 1.267], [-0.451, 3.536, -3.474], [-1.247, -1.061, -1.860], [2.457, -0.556, 0.674], [1.188, -1.653, -2.649], [0.039, -0.284, -0.575], [1.876, -2.303, -1.485], [-0.515, -1.120, 1.133], [-2.629, -1.223, -1.726]], "lumo_ev": [-4.70, -4.71], "de_lowest_ev": 0.303, "multiplicity": 1, "e_homo_ev": [-10.58, -10.59], "energy_ev": -55664.164, "total_charge": 1}